{
  "formula": "C22H65O14",
  "method": "ωB97M-V with the def2-TZVPD basis set",
  "homo_lumo_gap_ev": 9.1,
  "total_charge": -1,
  "e_tot_ha": -1930.2434,
  "e_lumo_ev": 2.38,
  "e_above_lowest_ev": 0.000,
  "homo_ev": -6.68,
  "multiplicity": 1,
  "largest_force_ev_per_a": 8.43,
  "species": ["C", "O", "O", "O", "H", "C", "O", "H", "H", "H", "H", "C", "O", "H", "H", "H", "H", "C", "O", "H", "H", "H", "H", "C", "O", "H", "H", "H", "H", "C", "O", "H", "H", "H", "H", "C", "O", "H", "H", "H", "H", "C", "C", "C", "O", "H", "H", "H", "H", "H", "H", "H", "H", "C", "C", "C", "O", "H", "H", "H", "H", "H", "H", "H", "H", "C", "C", "C", "O", "H", "H", "H", "H", "H", "H", "H", "H", "C", "C", "C", "O", "H", "H", "H", "H", "H", "H", "H", "H", "C", "C", "C", "O", "H", "H", "H", "H", "H", "H", "H", "H"],
  "positions_angstrom": [[-0.9507, -0.2318, 0.1089], [-1.7717, -1.1508, 0.2999], [0.2353, -0.4928, -0.5281], [-1.1557, 1.0202, 0.3719], [0.5623, -1.3558, -0.8661], [-4.4007, -2.4658, -1.5881], [-3.1447, -1.9408, -1.7611], [-5.1987, -1.7318, -1.1301], [-4.1317, -3.1728, -0.7631], [-4.7057, -3.0418, -2.4571], [-2.6847, -1.4318, -0.9331], [-4.4987, 1.6522, -0.0051], [-3.4667, 2.5632, 0.1029], [-5.4197, 2.1062, 0.1369], [-4.2697, 0.7502, 0.6969], [-4.5437, 1.3532, -1.0071], [-2.5557, 2.1042, 0.3059], [0.6463, -2.6478, 2.4579], [-0.7797, -2.6338, 2.4559], [0.7803, -3.6518, 2.7579], [1.1713, -1.8788, 3.0999], [1.0193, -2.3608, 1.4209], [-0.8557, -2.3628, 1.6249], [-1.6567, 1.4152, -3.0361], [-0.4657, 1.2742, -2.5171], [-1.6957, 1.4242, -4.1521], [-1.6967, 2.5062, -2.8581], [-2.4877, 0.7832, -2.6201], [-0.5977, 0.8892, -1.6051], [1.6953, -0.6708, -4.2781], [1.9393, -2.0038, -4.8431], [2.4193, -0.0538, -4.6281], [1.7683, -0.8688, -3.3281], [0.6103, -0.4668, -4.3481], [1.9063, -2.7138, -4.2721], [-4.1317, -2.3878, 2.6019], [-4.2897, -1.5018, 1.5049], [-3.6737, -1.8968, 3.4589], [-3.3357, -3.3318, 2.4719], [-5.1277, -2.7638, 2.8759], [-3.5417, -1.3948, 1.1049], [3.2143, 2.6102, 1.8369], [2.0613, 2.1402, 0.9009], [2.1183, 2.7122, -0.4011], [2.1403, 0.7222, 0.9229], [2.8743, 2.1542, 2.8789], [3.2913, 3.6342, 2.0109], [4.1933, 2.4812, 1.5569], [1.0883, 2.4932, 1.4069], [2.7143, 2.2012, -1.1431], [2.4493, 3.8892, -0.5031], [0.9303, 2.7722, -0.8461], [1.2973, 0.4732, 0.5649], [4.3133, -0.9798, -0.7931], [4.4563, -1.6198, 0.6139], [5.5933, -2.6608, 0.6389], [4.3813, -0.6308, 1.6079], [5.1693, -0.5468, -1.0291], [3.3463, -0.3148, -0.8671], [4.1623, -1.5498, -1.7021], [3.4713, -2.1548, 0.7109], [5.4223, -3.4478, -0.1861], [5.6083, -3.0168, 1.6429], [6.5473, -2.3678, 0.5639], [3.4813, -0.3468, 1.6819], [-1.4347, 6.6082, -1.7311], [-1.6767, 5.2192, -1.2691], [-0.9717, 4.8472, 0.1329], [-3.0837, 5.0522, -1.2131], [-0.4637, 6.7472, -1.4371], [-1.9017, 7.4952, -1.0631], [-1.9777, 6.8732, -2.7361], [-1.2867, 4.3982, -1.9001], [-1.2927, 3.7602, 0.2449], [-1.4417, 5.3982, 1.0739], [0.1873, 5.1312, 0.0389], [-3.1437, 4.1612, -0.8581], [1.5833, -5.1038, -3.2981], [1.1093, -4.3458, -2.0671], [2.2523, -4.2018, -1.0111], [0.8033, -3.1088, -2.4651], [1.9973, -6.0448, -2.9721], [2.5333, -4.7078, -3.7701], [0.9273, -5.3428, -4.1751], [0.2253, -4.7988, -1.6581], [2.3193, -5.2308, -0.7831], [1.8853, -3.7888, 0.0579], [3.0833, -3.9018, -1.5161], [-0.1077, -2.9798, -2.8511], [0.1693, 0.7522, 4.6269], [-0.9927, 0.9642, 3.6299], [-2.2827, 1.1242, 4.4659], [-0.7087, 2.0722, 2.7389], [1.1463, 0.8562, 4.1459], [0.0653, -0.3858, 4.9489], [0.1933, 1.2742, 5.4489], [-0.9757, 0.0142, 3.0339], [-2.2457, 2.0392, 5.0969], [-2.3477, 0.2732, 5.0069], [-3.1257, 1.2712, 3.8019], [-0.8627, 1.7302, 1.8839]],
  "forces_ev_per_a": [[-1.5949, 1.4014, 0.2716], [0.8469, -0.0202, 0.1436], [0.6521, 0.5814, 0.2375], [1.2715, -2.8257, -1.0584], [-1.2649, 0.0449, 0.3954], [-0.4497, -0.2549, 3.5972], [2.8230, 3.0739, -0.1211], [1.2441, -1.2471, -1.3050], [-1.6847, -0.3259, -0.2926], [-0.2323, 0.3642, -0.1978], [-1.8517, -1.9747, -2.1474], [2.1281, -2.6647, 1.4106], [3.2483, 0.7636, 0.9339], [-1.7460, 0.9674, 1.0966], [-1.0389, 1.4394, -1.2273], [-0.0505, -1.2443, -1.7157], [-2.5936, 0.6115, -0.6042], [0.5431, 1.4605, -0.3124], [1.1706, -0.7074, 4.8892], [1.7303, -0.9939, 0.1848], [-0.9001, -0.8774, -0.1264], [-0.2247, -0.8814, 1.0763], [-2.3680, 2.0019, -5.5137], [-4.0136, 3.0120, -2.1407], [4.6774, -3.4842, 3.1361], [0.2945, -0.8804, 0.4882], [-2.4881, 0.1537, -0.1440], [0.6553, 0.6746, -0.3378], [0.8812, 1.0756, -1.6505], [-3.2510, -3.9764, -2.6521], [0.4483, 2.8212, -3.6236], [1.5616, 2.1965, -1.2113], [0.9489, -0.0666, 5.6843], [0.7144, 0.7543, -0.8418], [-0.3957, -1.5521, 2.5265], [1.7575, -1.9299, -0.0226], [-7.1139, -1.7745, 4.1703], [-0.1912, 0.3549, 0.1748], [-2.2315, 2.2486, -0.3362], [0.4311, 0.0001, -0.1276], [7.3312, 1.1285, -3.6462], [-3.6943, -1.5770, 2.6509], [0.6455, 1.1849, 4.3450], [-3.1788, 4.2361, -4.8593], [-0.1390, 0.5340, 0.1884], [1.4820, 0.7044, -1.9311], [-1.0173, 2.2111, 0.1744], [2.2984, -1.8232, -0.8532], [1.4920, -0.6854, -0.5604], [0.2071, -0.3798, -0.0540], [-0.7155, -2.8895, 0.7902], [3.3861, -0.3610, 0.8238], [-0.5381, -0.8107, -0.4647], [-4.9854, -0.4140, 0.5875], [-2.6333, -0.7699, -2.2791], [-3.8093, -1.0741, -0.1736], [2.6991, -0.6202, 0.5104], [3.7522, 3.0633, -0.7870], [2.2772, -0.6596, 0.5715], [-0.1309, -1.4937, 0.2597], [0.9925, -0.4156, 0.0639], [0.0023, 1.0331, 1.6120], [-0.3851, -1.2775, 0.7450], [3.5206, 2.0338, -0.9714], [-0.9667, 0.5667, -0.2516], [-3.8383, 2.4896, -0.0116], [-0.7144, -0.5718, 1.8628], [-0.5645, 1.1790, 0.1653], [0.4750, -0.1624, 0.1781], [3.1424, 1.0255, -1.1141], [0.3164, -2.4652, -0.7675], [2.0716, -0.7132, 1.3834], [0.2673, 0.8239, -0.4889], [1.4069, 1.2364, 0.2207], [0.9694, -0.8597, -2.1065], [-2.5068, -1.2473, 0.4369], [-1.0538, -0.6324, 0.2902], [1.8872, -1.2576, -1.0670], [1.0102, -1.1123, 0.0886], [-4.9088, -1.4785, 2.3005], [-2.5138, 4.9785, -1.1785], [-0.2137, -0.8778, 0.1852], [-1.0457, 0.4491, 0.5972], [-0.0770, 0.6011, 1.1661], [-0.3061, -0.7354, 0.5513], [1.0348, -1.4166, 0.6185], [1.1098, -0.1270, -2.9017], [2.5079, 1.5068, -0.6408], [1.3404, -0.5118, 0.5901], [-0.0109, -5.3949, -4.2537], [1.0229, 0.2965, 0.3260], [0.9089, 3.2087, -2.5726], [-0.1388, -0.0147, 2.9765], [-0.1467, -0.1233, -0.1932], [0.4006, 2.1486, -0.4440], [-0.3536, 3.2340, 4.4341], [-0.6014, 0.7845, 0.2762], [0.2586, -0.6603, -0.2230], [-0.6838, -2.6125, 2.0195], [-0.3438, -0.2680, -0.0966], [-0.3442, -0.4844, -1.8054]],
  "mulliken_charge": [-0.32, -1.19, 2.22, 0.46, -0.79, -0.64, -0.57, 0.16, 0.25, 0.25, 0.31, -0.60, -0.61, 0.47, 0.02, 0.30, 0.20, -0.15, -0.45, 0.56, 0.09, -0.30, 0.00, -0.32, -0.48, 0.27, -0.06, 0.12, -0.07, -0.17, -0.69, 0.47, -0.29, 0.25, 0.33, -0.46, -0.49, 0.11, 0.12, 0.33, 0.40, -1.85, 1.65, -0.64, 0.71, 0.15, 0.53, 0.45, -0.46, 0.27, 0.21, -0.16, -0.49, -1.15, 1.47, -1.59, -0.64, 0.72, -0.16, 0.33, -0.61, 0.25, 0.42, 0.51, 0.18, -1.45, 0.91, -0.12, -0.56, 0.43, 0.27, 0.31, -0.31, -0.53, 0.26, 0.19, 0.56, -1.68, 0.50, -1.28, -0.06, 0.40, 0.35, 0.36, 0.39, 0.55, -0.04, 0.45, 0.20, -1.64, 2.27, -1.77, -0.68, 0.23, 0.25, 0.52, -0.56, 0.34, 0.52, 0.35, -0.07]
}